[1]
19
Properties=species:S:1:pos:R:3:forces:R:3 method="wB97M-V/def2-TZVPD" e_homo_ev=-9.51 smiles="CC(=O)C1CCC1.[H][H]" molar_mass_g_mol=100.161 e_tot_ha=-310.98598 homo_lumo_gap_ev=10.5
C 2.111736 -0.988817 -0.531754 0.2186 -0.1863 -0.1375
C 1.113657 -0.235267 0.311473 0.1678 0.0101 0.3283
O 1.207433 -0.187146 1.519255 -0.0978 0.0477 -0.2758
C -0.061561 0.263303 -0.476724 0.1269 -0.1094 -0.0625
C -1.205813 1.057816 0.177454 -0.0095 0.2668 0.1255
C -2.117298 -0.183392 0.128427 -0.2996 -0.0825 0.0992
C -0.992228 -0.992898 -0.541177 -0.1126 -0.2943 -0.2054
H 2.886914 -0.314473 -0.900598 -0.0608 0.1415 0.0318
H 1.624573 -1.427456 -1.402753 0.0188 -0.0124 -0.0248
H 2.603904 -1.770573 0.041782 -0.0393 0.0288 0.1109
H 1.187030 1.970594 1.741518 0.0205 0.2325 -0.0018
H 1.174698 2.671965 1.490026 0.0422 0.0687 0.0565
H 0.274086 0.637129 -1.450212 -0.1025 -0.1018 0.1415
H -1.003425 1.455855 1.169762 0.0848 -0.1219 -0.0119
H -1.548538 1.880625 -0.451759 0.0310 -0.0495 0.0376
H -3.027053 -0.076004 -0.462983 0.1070 0.0462 -0.0754
H -2.416646 -0.572748 1.099763 0.0790 0.0388 0.0531
H -1.193232 -1.373718 -1.540783 -0.0490 0.0188 -0.0104
H -0.618242 -1.814793 0.079288 -0.1257 0.0581 -0.1786

***

[2]
19
Properties=species:S:1:pos:R:3:forces:R:3 method="wB97M-V/def2-TZVPD" e_homo_ev=-6.46 molar_mass_g_mol=100.161 e_tot_ha=-310.76737 homo_lumo_gap_ev=4.4
O -0.788956 -1.885342 -0.523062 1.3252 3.1157 0.1031
C -0.776968 -1.135851 -1.880095 1.0528 -5.1105 0.1537
C -0.921535 0.255588 -1.841851 2.3950 3.5602 3.4482
C 0.095566 0.874281 -0.882886 -0.0656 -2.6257 -2.8805
C -0.124393 1.172324 0.709594 1.8869 -0.3424 2.1766
C 0.424991 0.223435 1.837066 -1.1557 3.2777 -3.6460
C 1.759132 0.542787 2.382755 3.2239 -0.4473 0.1247
H -1.447928 -1.704926 -2.521160 -0.7371 0.1667 0.4383
H 0.200283 -1.512242 -2.355922 -0.7091 1.0350 0.6482
H -1.641407 0.883022 -2.322268 -0.4391 -0.1213 -0.4392
H 0.729076 0.012063 -0.758623 1.0691 0.1933 -0.3212
H 0.677937 1.659467 -1.347260 -0.2283 0.4598 0.1703
H 0.185074 2.235053 0.740682 0.2500 -0.6585 0.3494
H -1.150581 1.175432 0.666511 -2.4619 -0.0300 0.9319
H -0.449079 0.048271 2.406971 -0.3041 -1.1788 1.0035
H -0.217062 -1.297226 0.176690 -1.7545 -1.8272 -2.0044
H 2.047466 0.200964 3.434579 -1.0310 0.3757 -1.2826
H 1.895497 1.646264 2.327929 0.1189 -0.4997 0.2455
H 2.741612 0.141212 1.788869 -2.4355 0.6571 0.7806

***

[3]
19
Properties=species:S:1:pos:R:3:forces:R:3 method="wB97M-V/def2-TZVPD" e_homo_ev=-9.21 smiles="C=C(C)CCCO" molar_mass_g_mol=100.161 e_tot_ha=-310.97003 homo_lumo_gap_ev=10.1
C 1.862482 0.717152 1.231594 -2.1449 -1.7652 -1.3073
O 1.618668 -0.658071 1.644513 1.5013 0.2903 -0.2936
C 1.126452 0.962326 -0.107396 1.5799 2.7578 0.4294
C 0.402667 -0.127011 -0.783837 -0.5323 -0.4395 -3.3703
C -0.943904 -0.495444 -0.273587 -1.5263 -0.2881 0.1451
C -1.169837 -1.531499 0.521785 -0.3149 0.2205 0.3782
C -2.159385 0.211904 -0.956152 0.4121 -0.5385 0.8040
H 2.783918 1.237435 1.204906 2.1869 -0.9840 -0.2130
H 1.433658 1.256916 2.012114 -1.4576 0.8231 1.2843
H 1.790413 -1.302531 0.926806 0.1120 0.8832 0.4577
H 0.406718 1.752883 0.103039 -0.4482 -0.0262 0.0195
H 1.792871 1.533077 -0.831332 -0.3493 -1.1028 0.6934
H 0.135702 0.387008 -1.771296 0.5064 -0.8706 0.8024
H 0.958644 -1.058558 -1.143037 -0.3010 1.2312 0.9177
H -0.466295 -2.093438 1.113067 0.5633 0.0149 -0.3682
H -2.178218 -1.826704 0.703535 -0.7234 -0.0503 0.2216
H -3.164375 -0.028355 -0.541269 0.9171 0.3538 0.2647
H -2.197772 -0.224929 -1.922236 -0.0042 -0.3168 -1.2986
H -2.032411 1.287830 -1.131225 0.0230 -0.1929 0.4330

***

[4]
19
Properties=species:S:1:pos:R:3:forces:R:3 method="wB97M-V/def2-TZVPD" e_homo_ev=-8.92 smiles=CCC[C@H]1C[C@H]1O molar_mass_g_mol=100.161 e_tot_ha=-310.97012 homo_lumo_gap_ev=9.9
C 0.754702 2.255248 -1.492857 -0.0417 -0.0637 0.0309
C 0.481818 1.514758 -0.171411 0.0719 -0.0759 0.1960
C -0.461472 0.311210 -0.295574 0.1020 -0.1391 0.1474
C -0.729317 -0.581703 0.952833 1.3774 -0.8495 -0.0636
C -1.372893 -1.890558 0.642752 -0.1845 -0.4720 -0.0485
C 0.030482 -1.954553 1.111179 -0.0371 -0.1002 -0.3976
O 1.140597 -2.107902 0.288565 0.2675 -0.4106 -0.5256
H 1.200936 1.597795 -2.249524 -0.1053 0.0200 0.1787
H -0.157310 2.683496 -1.927640 0.0812 -0.1477 0.1427
H 1.454770 3.086626 -1.337332 -0.1575 -0.1944 0.0316
H 0.061738 2.223405 0.552239 0.1205 -0.0837 -0.0128
H 1.440431 1.171731 0.236496 -0.0320 0.0971 0.0495
H -0.073763 -0.350801 -1.085696 -0.0044 0.0668 0.2442
H -1.415321 0.683710 -0.713384 0.1230 -0.2389 0.4634
H -0.532662 -0.406556 1.995948 -1.4891 1.9203 0.3101
H -1.493525 -2.143548 -0.400428 -0.3576 0.3024 -0.1227
H -2.138841 -2.235753 1.327282 0.0224 -0.3479 -0.2321
H 0.115470 -2.514233 2.063503 0.2477 1.1425 -0.1198
H 1.694161 -1.342374 0.503048 -0.0044 -0.4254 -0.2717

***

[5]
19
Properties=species:S:1:pos:R:3:forces:R:3 method="wB97M-V/def2-TZVPD" e_homo_ev=-10.07 smiles=C[C@@H]1C[C@@H]1[C@@H](C)O molar_mass_g_mol=100.161 e_tot_ha=-311.02241 homo_lumo_gap_ev=11.1
C -0.849514 2.208005 -0.431946 0.0118 0.0165 0.0505
C -0.348502 1.039608 0.404846 0.1418 -0.0674 -0.4611
O -1.016814 1.124753 1.657963 0.0874 -0.1993 0.2316
C -0.657529 -0.295919 -0.245388 -0.0693 0.0290 0.0746
C 0.121137 -0.859419 -1.402830 0.0850 0.0191 -0.1420
C 0.198930 -1.527702 -0.058025 0.0266 -0.1235 0.0820
C 1.501541 -1.510789 0.712994 0.0374 0.0477 -0.0062
H -0.325180 2.261493 -1.393274 -0.0904 -0.0448 0.2038
H -0.690255 3.142031 0.115310 -0.0147 -0.0939 -0.1171
H -1.924172 2.100430 -0.619333 0.1712 0.0011 0.0190
H 0.739082 1.147619 0.563496 -0.2307 -0.0292 -0.1127
H -0.795926 0.324093 2.151370 -0.0862 0.1577 -0.0077
H -1.729355 -0.480281 -0.272560 0.0785 0.0254 -0.0107
H 1.004926 -0.318935 -1.737418 -0.1171 -0.0525 0.1108
H -0.421792 -1.357038 -2.203460 0.0726 0.1589 0.1701
H -0.355159 -2.461350 0.033714 0.0861 0.1727 -0.0194
H 2.047611 -0.572853 0.566183 -0.0973 -0.1334 0.0264
H 2.156544 -2.318649 0.367940 -0.1036 0.0931 0.0675
H 1.344427 -1.645096 1.790419 0.0110 0.0227 -0.1593

***

[6]
19
Properties=species:S:1:pos:R:3:forces:R:3 method="wB97M-V/def2-TZVPD" e_homo_ev=-8.73 smiles=CC(C)[C@H]1C[C@H]1O molar_mass_g_mol=100.161 e_tot_ha=-310.98044 homo_lumo_gap_ev=9.6
C -0.899780 1.644538 0.623612 -0.0510 0.0136 0.1212
C 0.125709 0.739366 -0.052615 0.0566 -0.0665 0.2349
C 0.680470 1.439258 -1.312749 -0.0606 -0.1758 0.0052
C -0.460104 -0.653845 -0.258876 0.3253 -0.2388 1.2528
C 0.483218 -1.741351 -0.688723 0.2020 -0.3159 -0.1131
C -0.090130 -1.877123 0.650176 0.1461 -0.0522 -0.1145
O 0.687535 -1.747089 1.786014 0.2920 -0.2169 0.4635
H -1.299516 1.164593 1.522704 0.0009 0.1049 -0.0353
H -0.459480 2.604423 0.914956 -0.0717 -0.1325 -0.0490
H -1.740783 1.846303 -0.052989 0.1411 -0.0420 0.1109
H 0.976843 0.592090 0.625000 -0.0170 0.1935 0.0656
H 1.139775 2.401875 -1.037528 -0.1633 -0.2928 0.0037
H -0.105289 1.653767 -2.047931 0.0416 -0.1096 0.1563
H 1.454227 0.848185 -1.815767 -0.1547 -0.0066 0.1116
H -1.485411 -0.829202 0.001461 -1.0996 0.6637 -1.9809
H 0.293415 -2.458444 -1.477505 -0.0013 0.0016 0.0108
H 1.515733 -1.405533 -0.599754 -0.1206 0.0771 -0.4076
H -0.888625 -2.635584 0.705313 0.1945 0.5600 0.2768
H 0.072194 -1.586228 2.515199 0.3398 0.0352 -0.1128